No. 1
{
  "formula": "C19H15BiCl3F3N3OS",
  "method": "ωB97M-V with the def2-TZVPD basis set",
  "symbols": ["Bi", "Cl", "C", "C", "C", "C", "C", "Cl", "C", "S", "H", "H", "H", "F", "C", "F", "F", "C", "C", "C", "N", "C", "C", "H", "H", "H", "H", "N", "C", "O", "C", "C", "C", "C", "N", "C", "H", "H", "H", "H", "H", "H", "Cl", "C", "H", "H"],
  "coordinates": [[-0.2145, -0.4929, 0.3628], [-1.0011, 0.0379, 3.3244], [-1.7852, -1.5261, 3.1616], [-1.6843, -2.3846, 4.2383], [-2.2979, -3.6252, 4.1642], [-2.9879, -3.9943, 3.0263], [-3.0700, -3.1199, 1.9532], [-3.9404, -3.6304, 0.5516], [-2.4790, -1.8529, 1.9870], [-2.6806, -0.7093, 0.6415], [-1.1426, -2.0800, 5.1221], [-2.2366, -4.3062, 5.0017], [-3.4694, -4.9592, 2.9565], [7.3691, 0.6332, 1.0603], [6.8046, 0.8168, -0.1358], [7.1253, 2.0429, -0.5658], [7.3430, -0.0664, -0.9888], [5.3041, 0.6453, -0.0808], [4.6825, 0.1074, 1.0302], [3.3054, -0.0463, 0.9956], [2.5529, 0.3002, -0.0486], [3.1729, 0.8205, -1.1126], [4.5394, 1.0124, -1.1769], [5.2470, -0.1849, 1.9036], [2.7887, -0.4723, 1.8502], [2.5470, 1.1040, -1.9522], [4.9932, 1.4419, -2.0593], [-3.3109, 1.3908, -4.1365], [-2.6710, 0.3620, -4.7411], [-2.9682, -0.0823, -5.8264], [-1.5180, -0.2463, -3.9800], [-0.5585, -0.9595, -4.6900], [0.4987, -1.5413, -4.0107], [0.5619, -1.4031, -2.6378], [-0.3779, -0.7400, -1.9533], [-1.4041, -0.1779, -2.6073], [-4.0589, 1.8284, -4.6499], [-2.9234, 1.8853, -3.3527], [-0.6708, -1.0499, -5.7628], [1.2643, -2.1005, -4.5287], [1.3729, -1.8322, -2.0613], [-2.1521, 0.3110, -1.9949], [-1.7954, 2.4582, -0.3529], [-0.2211, 1.7251, 0.0016], [0.1908, 2.1943, 0.8928], [0.4462, 1.9130, -0.8362]],
  "forces_ev_per_angstrom": [[0.1, 0.0, 0.1], [0.0, 0.0, -0.1], [0.0, 0.1, 0.0], [0.0, 0.0, 0.0], [0.0, 0.0, 0.1], [0.0, 0.0, -0.1], [0.0, 0.0, -0.1], [0.0, 0.0, 0.0], [0.0, 0.0, 0.1], [-0.1, 0.0, 0.1], [0.0, 0.0, 0.0], [0.0, 0.0, 0.0], [0.0, 0.0, 0.0], [0.0, 0.0, 0.0], [0.0, 0.0, 0.0], [0.0, 0.0, 0.0], [0.0, 0.0, 0.0], [0.0, 0.0, 0.0], [0.0, 0.0, 0.0], [0.0, 0.0, 0.0], [0.1, 0.0, -0.1], [0.0, 0.0, 0.0], [0.0, 0.0, 0.0], [0.0, 0.0, 0.0], [0.0, 0.0, 0.0], [0.0, 0.0, 0.0], [0.0, 0.0, 0.0], [-0.1, 0.0, 0.0], [0.1, 0.1, -0.1], [0.0, 0.0, 0.0], [0.0, 0.0, 0.0], [0.0, 0.0, 0.0], [0.0, 0.0, 0.0], [0.0, 0.0, 0.0], [0.0, 0.0, 0.0], [0.0, 0.0, 0.1], [0.0, 0.0, 0.0], [0.0, 0.0, 0.0], [0.0, 0.0, 0.0], [0.0, 0.0, 0.0], [0.0, 0.0, 0.0], [0.0, 0.0, 0.0], [0.0, 0.0, 0.0], [0.1, 0.1, 0.0], [0.0, 0.0, 0.0], [0.0, 0.0, 0.0]],
  "e_above_lowest_kcal_mol": 0.0,
  "e_tot_ha": -3265.3526,
  "total_charge": 1,
  "spin_multiplicity": 1,
  "e_lumo_ha": -0.1240,
  "gap_ev": 8.31,
  "homo_ev": -11.684
}

No. 2
{
  "formula": "C18H39NOP2SiTc",
  "method": "ωB97M-V with the def2-TZVPD basis set",
  "symbols": ["Tc", "P", "P", "N", "H", "C", "H", "H", "H", "C", "H", "H", "H", "C", "H", "H", "H", "C", "H", "H", "H", "C", "H", "H", "H", "C", "H", "H", "H", "C", "C", "C", "C", "C", "C", "H", "H", "H", "H", "H", "C", "O", "C", "H", "H", "H", "C", "H", "H", "H", "C", "Si", "C", "C", "H", "H", "H", "H", "H", "H", "H", "H", "H"],
  "coordinates": [[0.0274, 0.1039, 0.1030], [-0.7075, 0.7588, 2.2110], [0.3486, 0.3103, -2.2371], [-1.2680, -1.1606, -0.2005], [0.5667, -0.8197, 1.2191], [-2.0997, 1.9016, 2.5112], [-2.2105, 2.0661, 3.5959], [-3.0290, 1.4532, 2.1307], [-1.9335, 2.8636, 2.0118], [0.5628, 1.2593, 3.4334], [0.1107, 1.1574, 4.4293], [0.8592, 2.2997, 3.2589], [1.4378, 0.5972, 3.3728], [-1.2630, -0.7984, 3.0432], [-1.4041, -0.5895, 4.1147], [-0.4985, -1.5859, 2.9407], [-2.2071, -1.1489, 2.6044], [-0.9145, 1.3456, -3.0698], [-0.9765, 1.0947, -4.1406], [-0.6611, 2.4008, -2.9148], [-1.8812, 1.1598, -2.5881], [1.9053, 0.9335, -2.9554], [1.9068, 0.7787, -4.0444], [2.7800, 0.4304, -2.5278], [1.9889, 2.0067, -2.7455], [0.0113, -1.2805, -3.0901], [-0.0824, -1.0923, -4.1685], [-0.9323, -1.6768, -2.6987], [0.7983, -2.0162, -2.9054], [-2.1687, -2.1477, -0.3361], [-4.5015, -2.8417, -0.4518], [-3.5653, -1.8275, -0.4009], [-1.7628, -3.5324, -0.3236], [-2.7171, -4.5324, -0.3718], [-4.0757, -4.1778, -0.4501], [-5.5670, -2.5825, -0.4805], [-3.8431, -0.7710, -0.3650], [-0.6900, -3.7649, -0.2255], [-2.3987, -5.5816, -0.3306], [-4.8298, -4.9697, -0.4762], [0.2827, 3.9942, -0.3447], [-0.5474, 3.2512, -0.8742], [-0.1331, 4.9662, 0.7313], [0.7472, 5.2763, 1.2963], [-0.8455, 4.4938, 1.4112], [-0.5992, 5.8516, 0.2710], [1.7323, 4.0185, -0.7615], [1.7968, 4.3449, -1.8060], [2.1498, 3.0024, -0.6687], [2.3230, 4.6969, -0.1254], [3.5625, 0.1097, 0.4899], [2.1332, -1.1001, 0.2349], [2.6265, -2.2707, -1.1987], [2.3934, -2.3316, 1.6827], [4.4424, -0.4852, 0.7805], [3.8005, 0.6715, -0.4216], [3.3528, 0.8194, 1.3031], [3.5218, -2.8127, -0.8573], [1.8477, -3.0223, -1.3909], [2.8777, -1.7495, -2.1311], [3.3688, -2.8158, 1.5248], [2.4235, -1.8169, 2.6522], [1.6277, -3.1152, 1.7207]],
  "forces_ev_per_angstrom": [[-1.6, 0.0, -1.2], [0.6, -0.9, 0.7], [0.1, -0.2, -0.6], [-0.1, 0.4, -0.2], [0.6, -0.5, 1.2], [-0.1, 0.1, 0.3], [0.0, 0.0, -0.3], [0.3, 0.1, 0.0], [-0.1, -0.3, 0.1], [-0.3, 0.2, 0.2], [0.3, 0.2, 0.0], [0.1, -0.2, 0.1], [-0.3, 0.2, -0.1], [-0.3, 0.3, 0.4], [-0.1, -0.2, -0.2], [-0.3, 0.4, -0.1], [0.3, 0.0, 0.1], [0.1, 0.2, -0.1], [0.0, 0.1, 0.3], [-0.2, -0.4, -0.2], [0.1, 0.0, -0.1], [0.1, 0.0, -0.5], [0.1, 0.1, 0.2], [-0.3, 0.1, -0.1], [-0.1, -0.3, -0.1], [0.2, 0.1, -0.2], [0.0, -0.2, 0.2], [0.2, 0.1, -0.1], [-0.2, 0.2, -0.1], [0.0, -0.5, 0.3], [0.2, -0.1, 0.0], [0.7, -0.1, 0.1], [0.1, 0.7, 0.1], [-0.2, 0.4, 0.0], [-0.4, -0.6, 0.1], [0.4, -0.3, 0.0], [0.0, -0.3, -0.1], [-0.6, 0.2, -0.1], [-0.3, 0.4, -0.1], [0.3, 0.3, 0.0], [-1.3, -0.7, -0.7], [1.3, 1.2, 0.9], [0.2, 0.0, 0.2], [-0.2, 0.2, 0.1], [0.0, 0.2, -0.2], [0.1, -0.3, 0.1], [0.3, -0.1, 0.2], [0.1, -0.1, 0.1], [-0.2, 0.3, -0.1], [-0.2, -0.2, -0.4], [0.2, 0.0, 0.1], [0.6, -0.7, 0.1], [0.1, 0.2, 0.1], [0.1, 0.2, -0.1], [-0.1, 0.2, -0.1], [0.0, 0.0, 0.2], [0.0, -0.1, -0.2], [-0.2, 0.2, -0.1], [0.2, 0.2, 0.0], [-0.1, -0.2, 0.1], [-0.2, 0.1, 0.2], [-0.1, -0.1, -0.1], [0.1, 0.1, 0.0]],
  "e_above_lowest_kcal_mol": 0.0,
  "e_tot_ha": -1892.1741,
  "total_charge": 0,
  "spin_multiplicity": 4,
  "e_lumo_ha": [0.0218, 0.0067],
  "gap_ev": [6.33, 7.48],
  "homo_ev": [-5.741, -7.301]
}

No. 3
{
  "formula": "C28H30CsN6O9S2",
  "method": "ωB97M-V with the def2-TZVPD basis set",
  "symbols": ["Cs", "C", "C", "N", "N", "C", "S", "N", "N", "H", "H", "H", "H", "H", "H", "O", "C", "O", "C", "C", "C", "C", "C", "C", "O", "N", "O", "O", "N", "O", "O", "H", "H", "C", "C", "C", "C", "C", "C", "C", "O", "C", "C", "C", "H", "H", "H", "H", "H", "H", "H", "H", "H", "H", "H", "H", "C", "C", "C", "C", "C", "C", "C", "S", "C", "O", "H", "H", "H", "H", "H", "H", "H", "H", "H", "H"],
  "coordinates": [[1.4231, 0.8760, -1.7567], [-2.6957, 2.0288, -6.6463], [-3.0437, 2.6413, -5.3391], [-4.0476, 3.4144, -5.1134], [-3.9147, 3.7235, -3.7771], [-2.8495, 3.1828, -3.1580], [-2.3786, 3.3149, -1.5746], [-2.2803, 2.4848, -4.1959], [-1.1435, 1.7160, -4.0443], [-3.4498, 2.3123, -7.3767], [-2.6572, 0.9410, -6.5711], [-1.7208, 2.3783, -6.9932], [-4.6014, 4.2882, -3.3181], [-1.3798, 0.7504, -3.8584], [-0.5349, 1.8002, -4.8402], [1.6478, -2.0997, -1.8293], [2.6923, -1.5261, -1.4664], [3.3621, -0.6845, -2.1253], [3.1394, -1.6962, -0.0188], [4.1385, -2.5148, 0.4030], [4.5395, -2.5414, 1.7564], [3.9099, -1.7570, 2.6894], [2.8648, -0.9471, 2.2904], [2.4693, -0.7959, 0.9073], [1.6469, 0.0682, 0.5062], [2.2128, -0.1695, 3.3380], [2.9092, 0.2617, 4.2586], [1.0309, 0.1009, 3.2284], [5.6165, -3.4099, 2.1798], [6.1232, -4.1547, 1.3511], [6.0008, -3.3525, 3.3422], [4.6434, -3.1695, -0.2964], [4.2049, -1.7945, 3.7265], [-2.1198, -4.9933, 4.0601], [-2.3951, -4.4056, 2.6996], [-3.4918, -4.8174, 1.9474], [-3.7390, -4.2954, 0.6876], [-4.9624, -4.7758, -0.0709], [-2.8780, -3.3121, 0.1686], [-3.1710, -2.8383, -1.2120], [-2.9231, -1.7588, -1.6954], [-1.7754, -2.8644, 0.9215], [-0.7856, -1.8342, 0.4452], [-1.5583, -3.4366, 2.1715], [-2.9362, -5.6375, 4.3870], [-1.9830, -4.2052, 4.8039], [-1.2022, -5.5861, 4.0455], [-4.1709, -5.5594, 2.3588], [-5.5725, -5.4086, 0.5730], [-4.6911, -5.3649, -0.9520], [-5.5854, -3.9460, -0.4124], [-3.6753, -3.5936, -1.8428], [-1.2155, -1.1692, -0.2950], [0.0854, -2.3103, -0.0203], [-0.4228, -1.2323, 1.2796], [-0.7010, -3.0918, 2.7466], [1.5295, 3.3137, 4.1035], [1.4483, 3.5510, 2.6190], [0.3422, 4.1765, 2.0558], [0.2668, 4.4035, 0.6864], [1.3162, 4.0117, -0.1286], [2.4289, 3.3662, 0.4106], [2.4825, 3.1374, 1.7744], [1.1665, 4.4081, -1.8690], [2.6209, 5.4617, -1.9419], [1.5272, 3.1903, -2.6638], [0.7357, 3.8460, 4.6284], [2.4928, 3.6430, 4.4971], [1.4399, 2.2480, 4.3268], [-0.4799, 4.4809, 2.6949], [-0.6035, 4.8829, 0.2501], [3.2478, 3.0442, -0.2262], [3.3376, 2.6214, 2.1984], [3.4934, 4.8587, -1.6847], [2.4959, 6.2888, -1.2395], [2.7033, 5.8322, -2.9648]],
  "forces_ev_per_angstrom": [[-2.4, 0.4, -1.8], [0.0, 0.0, 0.1], [0.3, -0.1, 0.1], [-0.1, 0.1, 0.4], [-0.4, 0.3, -0.1], [0.0, 0.0, -0.2], [0.0, 0.0, -0.1], [0.2, -0.3, -0.3], [0.0, -0.1, 0.2], [0.0, 0.0, 0.0], [0.0, 0.0, 0.0], [0.0, 0.0, 0.0], [-0.1, 0.1, 0.0], [-0.1, -0.1, 0.0], [0.2, 0.1, -0.1], [0.2, 0.0, 0.1], [0.7, -0.8, -0.1], [1.0, -1.2, 0.0], [-0.1, 0.3, 0.3], [0.1, -0.3, -0.2], [0.1, -0.2, -0.1], [-0.1, 0.0, 0.2], [-0.1, 0.0, 0.0], [-0.2, 0.1, 0.5], [0.6, -1.0, 2.3], [0.4, 0.6, -0.6], [-0.1, -0.3, 0.0], [-0.1, -0.3, 0.1], [0.0, 0.2, -0.1], [-0.1, 0.0, 0.0], [-0.1, 0.0, 0.0], [0.0, 0.1, 0.0], [0.0, 0.0, 0.0], [0.0, 0.0, -0.1], [0.0, 0.0, 0.1], [0.0, 0.0, 0.1], [-0.1, -0.1, 0.0], [0.1, 0.0, 0.0], [0.0, 0.0, -0.1], [0.1, 0.0, 0.1], [0.0, 0.0, 0.0], [0.1, 0.1, -0.1], [-0.1, 0.0, 0.0], [0.1, 0.1, 0.1], [0.0, 0.0, 0.0], [0.0, 0.0, 0.0], [0.0, 0.0, 0.0], [0.0, 0.0, 0.0], [0.0, 0.0, 0.0], [0.0, 0.0, 0.1], [0.0, 0.0, 0.0], [0.0, 0.0, 0.0], [0.0, 0.0, 0.0], [-0.1, 0.0, 0.0], [0.0, -0.1, 0.0], [-0.1, 0.0, 0.0], [0.0, -0.1, -0.1], [0.0, 0.0, 0.1], [0.0, 0.0, -0.1], [0.0, 0.0, 0.1], [0.0, 0.1, 0.0], [-0.1, 0.1, 0.1], [0.0, 0.0, -0.1], [0.1, 0.1, 0.1], [0.1, 0.1, -0.1], [0.2, 2.3, -0.7], [0.0, 0.0, 0.0], [0.0, 0.0, 0.0], [0.0, 0.1, 0.0], [0.0, 0.0, 0.0], [0.0, 0.0, 0.0], [-0.1, 0.0, 0.0], [0.0, 0.0, 0.0], [0.0, 0.1, 0.0], [0.0, -0.1, -0.1], [0.0, 0.0, 0.1]],
  "e_above_lowest_kcal_mol": 11.4,
  "e_tot_ha": -2907.0668,
  "total_charge": -1,
  "spin_multiplicity": 1,
  "e_lumo_ha": 0.0605,
  "gap_ev": 6.43,
  "homo_ev": -4.787
}

No. 4
{
  "formula": "C3H8NO3",
  "method": "ωB97M-V with the def2-TZVPD basis set",
  "symbols": ["O", "C", "O", "C", "C", "N", "H", "H", "H", "H", "H", "H", "H", "H", "O"],
  "coordinates": [[-2.5126, 0.4849, -1.1795], [-1.4070, 0.9705, -0.8534], [-1.0524, 2.1710, -0.9892], [-0.3629, 0.0062, -0.1771], [-1.0138, -0.4815, 1.0895], [0.8720, 0.7184, 0.1553], [-0.0972, -0.7419, -0.9313], [-1.8008, -1.2033, 0.8624], [-0.2744, -1.0285, 1.6914], [-1.4380, 0.3304, 1.6767], [0.9636, 1.5248, -0.4683], [0.8344, 1.2750, 1.0059], [2.7986, -0.8879, -0.1400], [1.7638, -1.5504, -0.9368], [2.7267, -1.5877, -0.8054]],
  "forces_ev_per_angstrom": [[0.4, -0.5, 0.2], [-0.4, 0.8, -0.6], [0.2, -0.4, 0.2], [-0.4, 1.9, -0.1], [0.3, -1.6, 0.1], [1.3, 0.7, 0.0], [-0.3, -0.4, 0.3], [-0.1, 0.2, 0.0], [-0.1, 0.2, 0.1], [0.1, 0.1, -0.1], [-0.3, -0.5, -0.6], [-0.6, -0.7, 0.4], [0.0, 0.1, -0.1], [0.4, -0.1, -0.1], [-0.5, 0.0, 0.2]],
  "e_above_lowest_kcal_mol": 14.6,
  "e_tot_ha": -399.6545,
  "total_charge": -1,
  "spin_multiplicity": 1,
  "e_lumo_ha": 0.1509,
  "gap_ev": 8.21,
  "homo_ev": -4.101
}